[1]
# C20H27MnN6O2P

A structure of composition C20H27MnN6O2P at a distorted geometry (wB97M-V/def2-TZVPD, OMol25).

Results
highest occupied orbital energy (spin up / spin down) = -20.112 / -19.541 eV
gap between HOMO and LUMO (spin up / spin down) = 4.34 / 4.04 eV
net charge = +4
DFT total energy = -2747.62024 a.u.
spin multiplicity = 4

```
57
Properties=species:S:1:pos:R:3:mulliken_charge:R:1
N 0.99 -2.30 0.25 -0.539
C 1.15 -3.43 0.06 0.509
C 1.29 -4.84 -0.17 -1.082
H 1.67 -5.01 -1.18 0.331
H 0.32 -5.33 -0.08 0.365
H 1.98 -5.28 0.55 0.339
N -2.29 0.84 3.01 -0.384
C -3.21 0.74 3.72 0.343
C -4.35 0.62 4.61 -0.894
H -4.89 -0.32 4.43 0.300
H -5.05 1.46 4.44 0.312
H -4.01 0.65 5.65 0.326
N 0.48 2.40 -0.90 -0.606
C 0.16 3.18 -1.69 0.501
C -0.21 4.28 -2.53 -0.983
H -0.11 5.21 -1.94 0.317
H -1.25 4.15 -2.86 0.309
H 0.45 4.34 -3.41 0.329
Mn -3.39 -0.75 -1.60 0.688
C -0.35 2.35 1.68 0.218
O -1.02 3.27 1.79 -0.155
C -0.11 -0.85 2.54 0.191
O -0.70 -1.61 3.15 -0.148
C -4.48 -2.31 -1.35 -0.426
C -3.93 -2.02 -2.68 -0.212
C -4.36 -0.62 -3.11 -0.307
C -5.06 0.13 -2.06 -0.490
C -4.69 0.02 -0.65 -0.286
C -4.30 -1.39 -0.24 -0.173
H -4.54 -3.37 -1.09 0.454
H -3.53 -2.78 -3.34 0.560
H -4.33 -0.32 -4.15 0.541
H -5.51 1.09 -2.34 0.473
H -4.92 0.77 0.09 0.574
H -4.14 -1.70 0.79 0.581
C 4.88 0.65 0.91 -0.887
N 4.24 -0.68 0.76 0.352
C 4.12 -1.00 -0.69 -0.793
N 3.42 0.05 -1.46 0.211
C 4.04 1.38 -1.22 -0.867
N 4.12 1.72 0.22 0.432
C 2.81 1.93 0.84 -0.836
P 1.67 0.44 0.66 1.306
C 2.96 -0.68 1.46 -0.982
C 2.01 0.07 -1.19 -0.748
H 5.88 0.61 0.47 0.336
H 4.91 0.89 1.98 0.418
H 3.56 -1.95 -0.80 0.377
H 5.14 -1.09 -1.09 0.316
H 3.44 2.14 -1.74 0.398
H 5.07 1.36 -1.61 0.316
H 2.92 2.14 1.91 0.486
H 2.31 2.78 0.37 0.422
H 2.56 -1.70 1.54 0.454
H 3.12 -0.31 2.48 0.531
H 1.52 0.86 -1.78 0.455
H 1.53 -0.88 -1.43 0.424
```

[2]
# C28H42O14

A cluster of 7 separate species, C28H42O14 in total at a distorted geometry (wB97M-V/def2-TZVPD, OMol25).

Results
highest occupied orbital energy = -9.610 eV
gap between HOMO and LUMO = 9.38 eV
SMILES = O=C1CCCO1.O=C1CCCO1.O=C1CCCO1.O=C1CCCO1.O=C1CCCO1.O=C1CCCO1.O=C1CCCO1
DFT total energy = -2145.43771 a.u.

```
84
Properties=species:S:1:pos:R:3:mulliken_charge:R:1
O -2.75 -1.78 2.40 -0.535
C -2.35 -2.72 3.02 0.452
C -2.64 -4.17 2.70 -0.183
C -2.43 -4.83 4.07 -0.708
C -1.47 -3.85 4.81 -0.065
O -1.59 -2.64 4.14 -0.409
H -3.69 -4.35 2.50 0.319
H -2.00 -4.45 1.86 0.078
H -3.35 -4.93 4.65 0.360
H -1.95 -5.81 3.98 0.303
H -1.86 -3.70 5.82 0.348
H -0.51 -4.37 4.84 -0.007
O -0.10 -0.59 1.83 -0.622
C 0.28 0.08 0.89 0.246
C -0.21 -0.05 -0.55 -0.021
C 0.89 0.70 -1.33 -0.531
C 1.49 1.56 -0.26 -0.197
O 1.17 1.01 1.03 -0.317
H -0.52 -1.07 -0.74 0.541
H -1.09 0.60 -0.63 0.019
H 1.60 -0.07 -1.64 0.327
H 0.65 1.23 -2.25 0.266
H 2.57 1.64 -0.38 0.018
H 1.10 2.58 -0.29 0.225
O -0.01 -5.65 0.70 -0.611
C 0.81 -5.09 1.39 0.535
C 1.59 -3.85 1.00 0.190
C 1.87 -3.34 2.44 -0.213
C 1.97 -4.57 3.30 -0.591
O 0.93 -5.37 2.69 -0.357
H 2.54 -4.05 0.51 0.413
H 1.00 -3.04 0.57 -0.420
H 2.85 -2.88 2.30 0.366
H 1.10 -2.62 2.73 0.022
H 2.96 -5.00 3.13 0.311
H 1.93 -4.38 4.37 0.395
O -4.02 5.69 -4.33 -0.592
C -3.02 5.38 -3.73 0.427
C -2.98 4.32 -2.60 -0.297
C -1.56 4.61 -2.14 0.081
C -0.82 5.22 -3.31 -0.459
O -1.84 5.93 -3.99 -0.317
H -3.83 4.51 -1.96 0.358
H -3.15 3.43 -3.21 0.106
H -1.62 5.41 -1.40 0.236
H -0.95 3.76 -1.83 -0.139
H -0.11 5.93 -2.89 0.329
H -0.35 4.43 -3.90 0.279
O -3.36 -1.12 -2.36 -0.565
C -2.71 -0.84 -3.33 0.426
C -3.19 -1.02 -4.75 -0.496
C -1.87 -1.20 -5.53 -0.578
C -0.76 -0.60 -4.58 -0.415
O -1.43 -0.48 -3.35 -0.153
H -3.97 -1.76 -4.89 0.351
H -3.65 -0.04 -4.91 0.233
H -1.66 -2.22 -5.82 0.306
H -1.93 -0.58 -6.43 0.278
H 0.05 -1.32 -4.52 0.286
H -0.52 0.39 -4.96 0.311
O -3.96 1.78 4.62 -0.584
C -3.37 2.03 3.62 0.514
C -3.55 1.66 2.14 -0.225
C -2.78 2.82 1.53 -0.256
C -1.62 3.13 2.46 -0.093
O -2.34 2.97 3.72 -0.406
H -3.07 0.70 1.92 -0.004
H -4.57 1.47 1.80 0.366
H -2.51 2.80 0.46 0.034
H -3.47 3.67 1.46 0.307
H -0.94 2.29 2.63 0.084
H -1.24 4.14 2.51 0.319
O 5.94 0.98 2.18 -0.570
C 6.30 0.91 1.04 0.508
C 6.42 2.03 0.00 -0.269
C 7.06 1.37 -1.21 -0.453
C 7.33 -0.10 -0.78 -0.355
O 6.71 -0.25 0.50 -0.346
H 5.38 2.36 -0.07 0.059
H 6.89 2.88 0.49 0.325
H 6.49 1.61 -2.10 0.368
H 8.01 1.91 -1.31 0.221
H 6.99 -0.74 -1.60 0.245
H 8.37 -0.43 -0.86 0.269
```

[3]
# C8H19N3O7P2

A structure of composition C8H19N3O7P2 at a distorted geometry (wB97M-V/def2-TZVPD, OMol25).

Results
highest occupied orbital energy = -6.718 eV
gap between HOMO and LUMO = 5.43 eV
DFT total energy = -1689.74676 a.u.

```
39
Properties=species:S:1:pos:R:3:mulliken_charge:R:1
C 3.58 0.93 0.60 -0.898
P 2.64 1.35 -0.95 -0.173
O 1.76 2.71 -0.58 -0.641
C 1.33 0.02 -1.33 -0.205
O 0.19 0.72 -1.82 -0.453
C -0.64 1.00 -0.75 0.198
O -1.55 2.04 -1.10 -0.512
C -1.40 2.79 -0.06 0.697
N -1.33 3.41 0.89 -0.549
C -1.36 -0.28 -0.23 -0.220
C -2.72 -0.60 -0.91 -0.993
C -3.77 -0.83 0.22 -0.483
N -4.37 0.50 0.53 -0.660
N -0.43 -1.43 -0.44 -0.126
C 0.98 -0.95 -0.17 -0.849
P 2.02 -2.50 -0.17 0.961
O 1.79 -3.11 -1.47 -0.667
O 1.36 -3.49 0.96 -0.551
O 3.55 -2.23 0.17 -0.429
H 3.63 1.83 1.23 0.399
H 4.62 0.73 0.29 0.334
H 3.16 0.13 1.22 0.186
H 1.80 2.88 0.43 0.552
H 1.65 -0.62 -2.17 0.790
H -0.07 1.43 0.10 0.166
H -1.48 -0.18 0.86 0.406
H -2.64 -1.56 -1.45 0.431
H -3.08 0.18 -1.58 0.484
H -4.53 -1.56 -0.08 0.368
H -3.28 -1.25 1.12 0.304
H -3.67 1.19 0.25 0.269
H -4.40 0.57 1.54 0.283
H -0.70 -2.25 0.10 0.450
H -0.43 -1.73 -1.42 0.510
H 0.94 -0.46 0.82 0.594
H 0.75 -3.00 1.52 0.368
H 3.66 -2.32 1.13 0.351
O 1.65 2.75 1.48 -0.855
H 0.80 3.17 1.25 0.166
```

[4]
# C3H4NO2

A cluster of 2 separate species, C3H4NO2 in total at a distorted geometry (wB97M-V/def2-TZVPD, OMol25).

Results
highest occupied orbital energy = -17.470 eV
gap between HOMO and LUMO = 12.50 eV
net charge = +1
DFT total energy = -321.64507 a.u.

```
10
Properties=species:S:1:pos:R:3:mulliken_charge:R:1
C 0.18 -0.59 0.56 -0.860
C -3.22 0.06 -0.13 0.533
C -0.07 0.71 0.00 0.603
N -0.03 1.78 -0.46 -0.078
O -4.30 0.22 0.12 -0.202
O -2.08 -0.14 -0.10 -0.370
H -0.18 -0.78 1.52 0.357
H 1.32 -0.90 0.53 0.351
H -0.30 -1.29 -0.12 0.346
H -0.58 2.57 -0.58 0.321
```

[5]
# C5H13N2

The ion C5H13N2 with charge +1 at a distorted geometry (wB97M-V/def2-TZVPD, OMol25).

Results
highest occupied orbital energy = -14.466 eV
gap between HOMO and LUMO = 11.57 eV
net charge = +1
SMILES = CC1(C)C[C@H](N)[NH2+]1
DFT total energy = -307.54138 a.u.

```
20
Properties=species:S:1:pos:R:3:mulliken_charge:R:1
C 0.43 -0.01 1.72 -1.655
C 0.34 -0.41 0.29 1.057
C 1.24 -1.59 0.09 -1.394
C 0.51 0.82 -0.69 -1.342
C -0.85 0.64 -1.24 0.597
N -1.68 1.74 -0.87 -0.584
N -1.15 -0.52 -0.16 -0.215
H -0.01 -0.75 2.39 0.389
H 0.00 0.98 1.80 0.444
H 1.50 -0.01 1.90 0.428
H 1.49 -2.17 0.98 0.369
H 2.22 -1.30 -0.28 0.353
H 0.79 -2.39 -0.58 0.386
H 1.42 0.71 -1.22 0.371
H 0.51 1.80 -0.27 0.387
H -0.89 0.21 -2.32 0.347
H -2.59 1.84 -1.24 0.202
H -1.25 2.63 -0.62 0.166
H -1.91 -0.26 0.43 0.344
H -1.35 -1.51 -0.45 0.349
```

[6]
# C6H10N2O2

The molecule C6H10N2O2 at a distorted geometry (wB97M-V/def2-TZVPD, OMol25).

Results
highest occupied orbital energy = -8.768 eV
gap between HOMO and LUMO = 9.64 eV
SMILES = COC(OC)n1ccnc1
DFT total energy = -494.54000 a.u.

```
20
Properties=species:S:1:pos:R:3:mulliken_charge:R:1
C 2.55 1.52 -0.58 -0.727
O 1.14 1.31 -0.48 -0.390
C 0.55 0.10 -0.39 0.128
O 1.17 -0.57 0.73 -0.409
C 0.69 -1.93 0.79 -0.655
N -0.89 0.22 -0.13 0.201
C -1.60 0.44 1.00 -0.044
C -2.95 0.42 0.67 -0.583
N -3.04 0.24 -0.71 -0.639
C -1.85 0.08 -1.18 -0.015
H 2.83 0.88 -1.41 0.353
H 3.12 1.32 0.42 0.212
H 2.63 2.51 -0.96 0.291
H 0.63 -0.64 -1.32 0.394
H -0.42 -1.86 0.66 0.276
H 0.78 -2.39 1.75 0.306
H 1.21 -2.67 0.03 0.205
H -1.29 0.61 2.08 0.319
H -3.74 0.53 1.28 0.495
H -1.53 -0.11 -2.25 0.284
```

[7]
# C4H10N2O

The ion C4H10N2O with charge -1 at a distorted geometry (wB97M-V/def2-TZVPD, OMol25).

Results
highest occupied orbital energy (spin up / spin down) = 1.318 / -3.371 eV
gap between HOMO and LUMO (spin up / spin down) = 2.76 / 7.31 eV
net charge = -1
DFT total energy = -343.08130 a.u.
spin multiplicity = 2

```
17
Properties=species:S:1:pos:R:3:mulliken_charge:R:1
C 1.96 0.89 0.91 -0.529
N 0.94 -0.01 1.37 -0.366
C -1.39 0.76 0.77 -1.520
C -0.25 -0.28 0.48 0.099
C 0.08 -0.36 -1.03 -0.611
N -0.85 -1.17 -1.79 -0.480
O 1.77 1.75 0.00 -0.576
H 2.95 0.58 1.28 0.276
H 1.23 -0.97 1.56 0.294
H -1.64 0.71 1.82 0.385
H -2.20 0.50 0.10 0.372
H -0.90 1.71 0.55 0.328
H -0.55 -1.27 0.85 0.328
H 0.05 0.65 -1.43 0.193
H 1.09 -0.77 -1.04 0.441
H -0.60 -1.99 -2.30 0.167
H -1.68 -0.71 -2.11 0.199
```